1.
Below is a cluster of 2 separate species, C4H6N2O3S in total, with properties calculated with ωB97M-V/def2-TZVPD.

- E (eV) = -24198.663
- net charge = 0
- highest occupied orbital energy (eV) = -7.8
- multiplicity = 1
- orbital gap (eV) = 8.0
- ΔE to the lowest compared entry with this formula, charge and spin (kJ/mol) = 319.8

Each line ends with the Mulliken charge.
Atoms and positions in Å:
C: 1.58406 0.65060 -0.80142  -0.185
C: 1.49689 -0.54363 -0.11461  -0.726
C: 0.14822 0.87718 0.97508  -0.069
C: -0.63376 -1.34423 0.45065  -0.615
N: 0.82513 1.56291 -0.17563  -0.178
N: 0.52421 -0.55549 0.88050  -0.133
O: -1.64446 0.28622 -1.50881  -0.552
O: -1.22267 1.01544 0.76886  -0.476
O: -3.21217 -0.57690 0.12053  -0.589
S: -1.88271 -0.25600 -0.21242  1.144
H: 2.13556 0.90292 -1.68388  0.439
H: 2.07006 -1.36180 -0.39863  0.555
H: 0.40426 1.26444 1.88541  0.400
H: -0.89394 -2.07163 1.15918  0.379
H: -0.04735 -2.18483 -0.76821  0.356
H: 0.34867 2.33478 -0.57657  0.248

=====

2.
Below is a structure of composition C2H5NS2, with properties calculated with ωB97M-V/def2-TZVPD.

- E (eV) = -25309.004
- net charge = 0
- highest occupied orbital energy (eV) = -8.7
- multiplicity = 1
- orbital gap (eV) = 8.3
- ΔE to the lowest compared entry with this formula, charge and spin (kJ/mol) = 658.2

Each line ends with the Mulliken charge.
Atoms and positions in Å:
C: -2.04860 -0.22034 -0.17991  -0.719
C: 1.04094 0.81657 -0.05545  0.039
H: -2.69732 -1.33575 -1.19107  0.265
H: -2.44596 -0.17687 0.98498  0.281
H: -1.92252 1.07695 -0.72743  0.230
H: 0.59839 1.84140 0.30721  0.289
H: 2.19536 -1.52429 0.91336  0.101
N: 2.26300 0.77719 0.00544  -0.282
S: -0.13531 -0.62185 0.10235  -0.080
S: 3.15202 -0.63301 -0.15948  -0.124

=====

3.
Below is an isolated molecule of C25H28N2O7, with properties calculated with ωB97M-V/def2-TZVPD.

- E (eV) = -43691.780
- net charge = 0
- highest occupied orbital energy (eV) = -7.6
- multiplicity = 1
- SMILES = CCOc1cc(N2CCOCC2)c(OCC)cc1NC(=O)COc1ccc2ccc(=O)oc2c1
- orbital gap (eV) = 7.6
- ΔE to the lowest compared entry with this formula, charge and spin (kJ/mol) = 103.0

Each line ends with the Mulliken charge.
Atoms and positions in Å:
C: -3.19249 2.61005 -0.48175  -1.154
C: -2.48595 1.28602 -0.72483  -0.451
O: -1.09398 1.50933 -0.60240  -0.288
C: -0.22966 0.46537 -0.80177  0.494
C: -0.60409 -0.82880 -1.11401  0.087
C: 0.33997 -1.84552 -1.29240  -0.784
C: 1.69923 -1.51597 -1.15096  0.146
C: 2.07639 -0.22242 -0.82625  -0.386
C: 1.13256 0.77335 -0.65139  -0.129
N: 1.44764 2.10058 -0.33776  -0.151
C: 2.60610 2.61235 0.12224  0.513
O: 3.66060 2.02646 0.23583  -0.663
C: 2.48044 4.09999 0.50269  -0.629
O: 1.16182 4.51627 0.78367  -0.548
C: 0.50096 3.95156 1.82760  0.614
C: -0.83168 4.32465 1.96241  -0.117
C: -1.60494 3.78291 2.97786  0.413
C: -1.04904 2.86554 3.88739  0.834
C: 0.29452 2.51148 3.73774  -1.273
C: 1.06297 3.03594 2.72564  -0.528
H: 2.09104 2.72667 2.62984  0.402
H: 0.72778 1.80557 4.43003  0.393
C: -1.90552 2.35009 4.91022  -0.672
C: -3.19455 2.73536 4.96853  -0.367
C: -3.75640 3.66752 4.00447  0.204
O: -4.90246 4.03820 3.97858  -0.609
O: -2.90281 4.15367 3.04520  -0.442
H: -3.87741 2.37543 5.72080  0.418
H: -1.49395 1.65212 5.62553  0.410
H: -1.26388 5.02925 1.27142  0.541
H: 2.79473 4.70506 -0.35303  0.360
H: 3.16240 4.30640 1.33561  0.393
H: 0.63944 2.71123 -0.37038  0.273
H: 3.12328 0.00410 -0.71108  0.607
O: 2.70171 -2.45358 -1.31608  -0.573
C: 2.94084 -2.81528 -2.67010  -0.036
C: 3.99634 -3.90815 -2.68931  -1.349
H: 4.90233 -3.55196 -2.20722  0.354
H: 3.64065 -4.78300 -2.15106  0.287
H: 4.22263 -4.18626 -3.71489  0.398
H: 3.29294 -1.93318 -3.22431  0.404
H: 2.00984 -3.16505 -3.13523  0.154
N: -0.03327 -3.14115 -1.65322  0.508
C: 0.42643 -4.23421 -0.80911  -0.611
C: 0.35096 -5.54117 -1.59729  -0.567
H: 0.61352 -6.38836 -0.96189  0.329
O: -0.95838 -5.78418 -2.06057  -0.402
C: -1.39597 -4.72251 -2.87161  -0.891
C: -1.38250 -3.38739 -2.11882  -0.784
H: -1.68164 -2.59379 -2.80550  0.459
H: -2.10097 -3.44307 -1.28457  0.423
H: -2.41062 -4.97318 -3.18602  0.380
H: -0.74971 -4.63947 -3.75961  0.348
H: 1.04338 -5.49660 -2.45158  0.304
H: 1.45038 -4.04499 -0.49248  0.362
H: -0.21561 -4.31938 0.08288  0.321
H: -1.65008 -1.06900 -1.19897  0.629
H: -2.71737 0.91214 -1.73169  0.411
H: -2.81155 0.54010 0.01283  0.406
H: -2.85094 3.35120 -1.19938  0.308
H: -4.26499 2.47904 -0.59034  0.466
H: -2.98141 2.97260 0.51988  0.050

=====

4.
Below is a structure of composition C5H14IN2O, with properties calculated with ωB97M-V/def2-TZVPD.

- E (eV) = -18525.805
- net charge = +1
- highest occupied orbital energy (spin up / spin down) (eV) = -9.3 / -13.1
- multiplicity = 3
- orbital gap (spin up / spin down) (eV) = 6.4 / 4.7
- ΔE to the lowest compared entry with this formula, charge and spin (kJ/mol) = 132.6

Each line ends with the Mulliken charge.
Atoms and positions in Å:
C: 2.78900 0.22900 -0.11922  -0.909
C: -1.81961 -2.07927 -0.93199  -1.015
C: 2.35232 1.66994 0.22058  -0.393
C: 0.84587 1.77099 -0.03558  -0.728
C: -1.34253 -1.09666 0.10864  0.319
N: 0.08817 0.64412 0.56888  -0.247
N: -1.50741 -1.22886 1.38523  -0.415
O: -0.50545 -0.20354 -0.42736  -0.016
I: -3.29414 0.70497 -0.58336  0.119
H: 3.36390 -0.17596 0.70708  0.259
H: 1.89255 -0.37416 -0.37127  0.268
H: 3.45652 0.15096 -1.03278  0.328
H: -1.39772 -2.98744 -0.52077  0.368
H: -2.90352 -1.94922 -1.13367  0.300
H: -1.41452 -2.02426 -1.96259  0.304
H: 2.82117 2.46654 -0.43379  0.341
H: 2.69959 1.96931 1.28387  0.302
H: 0.35328 2.63358 0.24918  0.508
H: 0.71438 1.60229 -1.03070  0.363
H: -4.70318 0.58448 -0.99407  0.120
H: 0.81054 0.11194 1.11525  0.388
H: -2.32116 -1.75100 1.78261  0.231
H: -0.97806 -0.66777 2.15584  0.208

=====

5.
Below is a cluster of 6 separate species, H12O6 in total, with properties calculated with ωB97M-V/def2-TZVPD.

- E (eV) = -12479.474
- net charge = -1
- highest occupied orbital energy (spin up / spin down) (eV) = 0.5 / -7.4
- multiplicity = 2
- orbital gap (spin up / spin down) (eV) = 2.3 / 10.1
- ΔE to the lowest compared entry with this formula, charge and spin (kJ/mol) = 58.2

Each line ends with the Mulliken charge.
Atoms and positions in Å:
O: -6.32098 -1.19043 -10.00487  -1.266
H: -6.94122 -1.54139 -9.36584  0.335
H: -5.58455 -0.87910 -9.47858  0.432
O: -8.79227 -2.53844 -13.77311  -0.787
H: -9.44006 -3.14186 -14.13709  0.341
H: -7.95332 -2.85819 -14.10500  0.341
O: -8.60587 -6.45150 -11.63959  -0.859
H: -8.09391 -6.11004 -12.37276  0.299
H: -9.01322 -5.67769 -11.25034  0.380
O: -8.79779 -3.58241 -10.84787  -0.940
H: -8.45292 -3.20840 -10.03706  0.449
H: -8.39579 -3.06102 -11.54269  0.234
O: -11.79926 -2.71746 -11.85880  -0.773
H: -10.93976 -3.08035 -11.64478  0.353
H: -11.60891 -1.86670 -12.25402  0.324
O: -7.69384 -2.27880 -8.02724  -0.306
H: -7.97600 -1.69527 -7.32289  0.286
H: -7.52160 -3.11398 -7.59246  0.158

=====

6.
Below is a structure of composition C2H4N2O3, with properties calculated with ωB97M-V/def2-TZVPD.

- E (eV) = -11251.866
- net charge = 0
- highest occupied orbital energy (spin up / spin down) (eV) = -8.6 / -9.7
- multiplicity = 3
- orbital gap (spin up / spin down) (eV) = 9.0 / 8.5
- ΔE to the lowest compared entry with this formula, charge and spin (kJ/mol) = 536.5

Each line ends with the Mulliken charge.
Atoms and positions in Å:
C: 0.79452 -0.67984 -0.17080  -0.445
C: 0.72963 0.13369 0.99815  -0.216
N: -0.10004 0.39982 -1.38912  -0.185
N: -0.78623 0.37306 1.25055  0.902
O: -1.54186 -0.51084 0.90634  -0.502
O: -1.07473 1.41953 1.77293  -0.566
O: -0.38538 -0.26573 -2.48519  -0.302
H: 0.60633 -1.78471 -0.33581  0.349
H: 1.08149 -0.36684 2.00720  0.307
H: 1.15853 1.05983 0.71208  0.301
H: -0.48225 0.22202 -3.26634  0.358

=====

7.
Below is the ion H3N4 with charge -1, with properties calculated with ωB97M-V/def2-TZVPD.

- E (eV) = -6005.620
- net charge = -1
- highest occupied orbital energy (eV) = -2.6
- multiplicity = 1
- SMILES = N=[N+]([NH-])[NH-]
- orbital gap (eV) = 8.3
- ΔE to the lowest compared entry with this formula, charge and spin (kJ/mol) = 79.9

Each line ends with the Mulliken charge.
Atoms and positions in Å:
N: -1.55068 -0.02631 0.03363  -0.619
N: 0.66787 1.17159 0.04987  -0.983
N: 0.75727 -1.09654 -0.06896  -0.773
N: 0.13913 0.01123 -0.00210  0.818
H: -1.70462 -1.04035 -0.02460  0.074
H: -0.07861 1.86689 0.09611  0.246
H: 1.76965 -0.88651 -0.08396  0.237

=====

8.
Below is a cluster of 2 separate species, C6H14NO in total, with properties calculated with ωB97M-V/def2-TZVPD.

- E (eV) = -9978.805
- net charge = +1
- highest occupied orbital energy (eV) = -12.1
- multiplicity = 1
- orbital gap (eV) = 8.8
- ΔE to the lowest compared entry with this formula, charge and spin (kJ/mol) = 138.9

Each line ends with the Mulliken charge.
Atoms and positions in Å:
C: -0.05934 1.21309 1.60465  -0.560
C: -0.04586 2.02366 0.30259  -0.700
C: 0.02828 1.22323 -0.96021  -0.441
C: 1.02768 0.32006 -1.10630  -0.141
C: 1.05635 -0.54640 -2.26459  -0.193
C: 1.44935 -1.81866 -2.27545  -0.794
N: -1.44572 0.50360 1.64030  -0.194
H: -0.01309 1.79966 2.51489  0.356
H: 0.61753 0.36728 1.64640  0.297
H: -0.83279 2.76750 0.45788  0.411
H: 0.81339 2.71424 0.29383  0.345
H: -0.63207 1.41893 -1.79188  0.434
H: 1.58090 0.04305 -0.21869  0.457
H: 0.68189 -0.08341 -3.17268  0.294
H: 1.82114 -2.28919 -1.37231  0.217
H: 1.37086 -2.44041 -3.15227  0.266
H: -2.23868 1.00696 1.25006  0.374
H: -1.73793 0.52256 2.61498  0.354
H: -1.33408 -0.41153 1.18690  0.256
H: -1.16506 -3.41803 0.97240  0.321
H: 0.00399 -2.44188 0.91128  0.308
O: -0.94676 -2.47430 0.91823  -0.669

=====

9.
Below is a structure of composition C10H13F2NNiO10S2, with properties calculated with ωB97M-V/def2-TZVPD.

- E (eV) = -100690.950
- net charge = -1
- highest occupied orbital energy (spin up / spin down) (eV) = -6.3 / -6.0
- multiplicity = 4
- orbital gap (spin up / spin down) (eV) = 7.7 / 5.5

Each line ends with the Mulliken charge.
Atoms and positions in Å:
Ni: 18.28308 -14.13273 -4.98543  0.722
C: 14.05072 -13.36621 -4.88656  -0.604
C: 12.96359 -13.91174 -4.05151  0.359
C: 13.39644 -14.93384 -2.92977  0.535
O: 12.43989 -15.44590 -2.30336  -0.570
C: 14.77922 -15.20560 -2.69253  -0.625
C: 15.69560 -14.62676 -3.50740  0.794
C: 15.33959 -13.63925 -4.57965  0.312
O: 16.24637 -13.22295 -5.42579  -0.608
O: 16.91567 -15.02601 -3.21896  -0.657
O: 11.74776 -13.64111 -4.10235  -0.620
H: 13.79216 -12.77220 -5.75068  0.448
H: 15.02811 -15.93283 -1.93385  0.450
N: 18.81204 -15.84028 -5.71812  0.711
S: 17.96919 -17.26906 -6.26596  0.843
O: 17.54777 -18.21439 -5.19753  -0.545
O: 18.22900 -17.73678 -7.64091  -0.558
F: 16.70726 -16.38605 -6.55171  -0.246
S: 20.10786 -16.57174 -5.90890  0.817
O: 20.69070 -16.64471 -7.24779  -0.597
O: 20.44277 -17.66369 -4.95567  -0.638
F: 21.01320 -15.40895 -5.28606  -0.346
O: 19.09216 -12.84791 -3.77136  -0.777
H: 19.49249 -12.34045 -3.03872  0.135
C: 20.79665 -12.03514 -6.41640  -1.256
C: 19.86175 -12.52208 -7.46638  -0.225
O: 18.65855 -13.16636 -6.99436  0.145
C: 17.91775 -13.64719 -8.13075  -0.120
C: 17.06280 -12.51330 -8.63485  -1.358
H: 20.23985 -11.37637 -5.75000  0.304
H: 21.06201 -12.82744 -5.71644  0.189
H: 21.71799 -11.53956 -6.72242  0.388
H: 19.62069 -11.72912 -8.17434  0.250
H: 20.38478 -13.28327 -8.04529  0.336
H: 18.56550 -13.99313 -8.93626  0.486
H: 17.37195 -14.53326 -7.80659  0.040
H: 17.60298 -11.75545 -9.20228  0.397
H: 16.45776 -12.05301 -7.85372  0.265
H: 16.43261 -12.95450 -9.40706  0.426

=====

10.
Below is a cluster of 2 separate species, C2H5I3OSi in total, with properties calculated with ωB97M-V/def2-TZVPD.

- E (eV) = -36380.998
- net charge = 0
- highest occupied orbital energy (spin up / spin down) (eV) = -9.8 / -7.7
- multiplicity = 1
- orbital gap (spin up / spin down) (eV) = 7.9 / 6.0
- ΔE to the lowest compared entry with this formula, charge and spin (kJ/mol) = 442.1

Each line ends with the Mulliken charge.
Atoms and positions in Å:
C: -1.23715 -1.72856 1.35470  -0.960
C: -0.63087 -1.07533 0.10325  0.059
O: 0.68033 -1.18257 -0.09333  -0.341
Si: 1.76356 2.51477 -1.33139  0.161
I: 2.43221 1.89001 -3.60300  -0.036
I: -0.26654 3.98808 -1.08821  -0.079
I: 3.66695 2.93203 0.20636  -0.056
H: -2.40229 -1.68199 1.27566  0.284
H: -1.04260 -2.85557 1.39116  0.283
H: -0.86783 -1.19522 2.20901  0.314
H: -0.89705 0.06283 0.22851  0.151
H: -1.19872 -1.66847 -0.65272  0.219

=====

11.
Below is an isolated molecule of C3H5B, with properties calculated with ωB97M-V/def2-TZVPD.

- E (eV) = -3863.294
- net charge = 0
- highest occupied orbital energy (eV) = -8.5
- multiplicity = 1
- SMILES = C1B2CC12
- orbital gap (eV) = 7.6
- ΔE to the lowest compared entry with this formula, charge and spin (kJ/mol) = 255.5

Each line ends with the Mulliken charge.
Atoms and positions in Å:
B: -0.15286 0.76980 0.88639  0.288
C: -0.63842 0.95128 -0.61174  -0.653
C: 0.97274 -0.45926 0.70310  -0.862
C: -0.40549 -0.55809 0.13193  -0.308
H: -1.73893 1.17992 -0.74089  0.235
H: 0.04389 1.25918 -1.51521  0.206
H: 1.64765 -0.45382 -0.13079  0.241
H: 1.14069 -1.26536 1.40591  0.264
H: -0.86927 -1.42365 -0.12869  0.589

=====

12.
Below is a cluster of 2 separate species, C6H14NO2 in total, with properties calculated with ωB97M-V/def2-TZVPD.

- E (eV) = -12034.151
- net charge = -1
- highest occupied orbital energy (eV) = -3.6
- multiplicity = 1
- orbital gap (eV) = 7.3
- ΔE to the lowest compared entry with this formula, charge and spin (kJ/mol) = 122.6

Each line ends with the Mulliken charge.
Atoms and positions in Å:
C: 1.55722 0.18588 -1.63828  -1.043
O: 0.52698 0.07117 -2.52770  -0.833
C: 1.10833 0.56160 -0.21710  0.600
C: 0.30470 -0.55471 0.42492  -0.758
C: -0.54191 -0.08291 1.61696  -0.678
C: -2.95693 0.55925 1.84757  -0.852
C: -1.81415 0.58370 1.17978  0.007
N: 2.20585 0.94696 0.68286  -0.712
H: 2.27976 0.97672 -1.93716  0.293
H: 2.15800 -0.75189 -1.54250  0.223
H: 0.46578 1.43664 -0.34222  0.228
H: -0.33627 -1.00987 -0.33666  0.288
H: 0.99335 -1.34078 0.75503  0.401
H: 0.05843 0.62284 2.19685  0.309
H: -0.76840 -0.92590 2.28550  0.335
H: -3.07248 0.02970 2.78690  0.275
H: -3.85495 1.05330 1.50004  0.265
H: -1.76137 1.10823 0.23301  0.244
H: 2.79685 0.13650 0.84873  0.255
H: 2.78638 1.63307 0.21397  0.277
H: -0.09907 -1.17333 -2.50399  0.441
H: -1.40802 -1.93402 -3.02582  0.241
O: -0.62810 -2.13215 -2.50071  -0.805